No. 1
The following is a quantum chemistry calculation of one molecule with the formula CH3I2O2P in a non-equilibrium geometry, from the Open Molecules 2025 dataset.

The geometry in XYZ format:
```
9
Properties=species:S:1:pos:R:3:mulliken_charge:R:1
H -0.82 -1.29 -1.78 0.2126
I -0.18 -1.72 2.41 0.1146
O 0.81 -0.29 -0.64 -0.4373
C -0.35 -0.30 -1.41 -0.3588
I -1.15 1.92 1.47 0.0835
O 2.01 0.71 1.91 -0.4554
H 0.00 0.21 -2.40 0.2098
H -1.03 0.45 -0.99 0.1164
P 0.72 0.31 1.43 0.5146
```

Calculated values
* E_tot: -1127.10847 hartree
* HOMO level: -9.900 eV
* relative energy (zero: lowest compared OMol25 entry of this formula, charge and spin): 222.9 kJ/mol
* LUMO: -2.12 eV
* maximum force: 4.7 eV/A
* multiplicity: 1

No. 2
The following is a quantum chemistry calculation of a 5-piece molecular cluster, C18H26BBrCl17N2O4S overall in a non-equilibrium geometry, from the Open Molecules 2025 dataset.

The geometry in XYZ format:
```
70
Properties=species:S:1:pos:R:3:mulliken_charge:R:1
S 4.40 -0.85 4.29 1.0359
C 3.87 0.45 3.05 -0.2456
C -2.38 -2.69 0.85 -0.7686
Cl 1.21 -6.30 -7.03 -0.1061
Cl -9.53 -1.65 -4.29 -0.1129
B 0.41 0.28 0.96 0.0100
Cl -1.64 -4.23 -1.98 -0.0669
C 1.36 -4.59 -6.55 0.2601
O 3.15 -1.36 4.94 -0.5235
H 2.94 3.64 5.14 0.1708
H 3.36 -1.78 0.33 0.3952
C 1.46 2.79 1.31 -0.4389
Cl 5.48 0.20 5.78 -0.2625
C -7.90 -2.35 -4.31 0.3006
C -2.65 -3.65 -3.33 0.1936
H -0.30 -2.19 1.60 0.0451
H 3.41 3.59 2.68 0.3169
H 4.62 1.32 3.19 0.4607
Cl 2.78 -3.88 -7.35 -0.1032
O 0.62 0.11 2.43 -0.4858
H 1.69 5.08 4.98 0.1662
Cl -4.67 0.84 -7.12 -0.0967
C -3.03 0.14 -7.15 0.2363
H -3.02 -2.22 1.67 0.3550
H -2.25 -3.81 1.14 0.2691
C -0.77 4.16 4.19 -1.1667
H 1.53 3.74 0.65 0.4602
Cl -4.01 -2.70 -2.70 -0.0436
C -0.93 -2.03 0.66 0.2616
O 5.30 -1.91 3.70 -0.5473
C -0.48 0.55 3.18 0.3976
H -2.96 -2.64 -0.15 -0.0647
H 5.00 -0.60 1.44 0.4295
C -0.96 -0.44 0.38 -0.1801
Cl -6.86 -1.41 -5.41 -0.0210
H -0.45 5.05 4.85 0.3302
H 0.27 2.10 -0.44 0.1682
H -0.80 2.31 1.04 0.1928
H 2.85 0.86 3.34 0.0507
H 4.07 0.84 0.76 0.4751
C 0.09 4.20 2.82 0.4161
H -0.48 3.21 4.77 0.2420
H 3.47 5.34 4.60 0.3662
C 2.83 -1.02 1.03 -0.2237
C 2.45 4.16 2.99 -0.4598
Cl -0.10 -3.71 -7.04 -0.0296
H 2.40 -1.66 1.89 0.1275
H 2.44 5.10 2.32 0.3929
H 2.22 0.58 -0.42 0.3564
Cl -1.66 -2.64 -4.40 0.0922
H -1.93 -0.05 0.87 0.4660
N -1.56 0.71 3.71 -0.7618
Cl -3.12 -1.55 -7.71 -0.0881
Br -1.23 -0.14 -1.60 -0.2435
O -0.28 5.00 1.92 -0.5729
H 2.47 2.27 1.23 0.0439
Cl -2.34 0.18 -5.52 0.0095
Cl -7.21 -2.31 -2.67 -0.0778
H 1.42 -1.06 -0.71 0.1857
Cl 1.56 -4.48 -4.79 -0.0618
C 2.61 4.56 4.54 -0.9175
C 4.01 -0.02 1.52 -1.0874
H -0.37 -2.55 -0.20 0.0522
N 1.25 3.26 2.72 0.3820
Cl -7.98 -4.04 -4.88 -0.1023
Cl -2.01 1.07 -8.26 -0.1059
Cl -3.27 -5.05 -4.24 -0.1382
H -1.89 4.26 4.01 0.3185
C 1.70 -0.30 0.13 -0.5744
C 0.25 1.92 0.70 -0.7537
```

Calculated values
* E_tot: -11932.17141 hartree
* HOMO level: -5.745 eV
* LUMO: 1.52 eV
* maximum force: 6.0 eV/A
* charge: -1
* multiplicity: 1